Entry from OMol25: the ion C3H3N6O with charge +1 in a non-equilibrium geometry (ωB97M-V with the def2-TZVPD basis set).

Results
- SMILES string = N=[N+]=NC(=O)c1nnc[nH]1
- highest occupied orbital energy (eV) = -14.039
- net charge = +1
- orbital gap (eV) = 8.236
- E_LUMO (eV) = -5.80

XYZ file:
```
13
Properties=species:S:1:pos:R:3:forces:R:3
C 2.548 0.015 -0.026 1.4 -1.6 0.9
C 0.412 -0.418 -0.154 3.0 -0.3 -0.4
C -0.801 -1.147 -0.015 1.2 -0.9 0.8
N -1.916 -0.161 -0.048 -2.1 1.8 0.0
N 1.717 -0.991 -0.136 -2.0 -3.1 -0.8
N 1.846 1.093 0.125 2.5 4.2 -0.4
N -2.389 0.889 0.055 -0.4 -0.7 -0.4
N 0.592 0.903 -0.056 -2.2 -1.8 0.6
N -2.899 1.935 -0.047 0.1 0.0 0.2
O -0.983 -2.290 0.215 -0.5 0.7 -0.4
H 3.639 -0.214 0.071 -1.1 1.0 -0.2
H -3.801 2.383 0.271 1.2 -1.1 0.0
H 2.035 -1.999 -0.254 -1.1 1.8 0.2
```
Positions in Å, forces in eV/Å.

Löwdin population analysis, charges in e, atoms 1 to 6: atom 1 (C): -0.13, atom 2 (C): -0.22, atom 3 (C): -0.32, atom 4 (N): 0.30, atom 5 (N): 0.16, atom 6 (N): 0.03

=====

Entry from OMol25: the molecule C3H3NO (ωB97M-V with the def2-TZVPD basis set).

Results
- highest occupied orbital energy (eV) = -8.699
- relative energy (zero: lowest compared OMol25 entry of this formula, charge and spin) (kcal/mol) = 51.2
- orbital gap (eV) = 8.640
- E_LUMO (eV) = -0.06

XYZ file:
```
8
Properties=species:S:1:pos:R:3:forces:R:3
O -0.130 1.845 0.052 -0.3 -0.2 0.0
C -0.957 0.952 0.069 0.2 0.1 0.0
C -0.621 -0.461 -0.027 0.1 0.0 0.0
N 0.642 -0.734 -0.144 0.6 0.0 -0.2
C 1.812 -0.724 -0.389 -0.7 0.0 0.2
H -2.039 1.167 0.156 0.1 0.0 0.0
H -1.349 -1.261 -0.020 0.1 0.1 0.0
H 2.643 -0.784 0.303 0.0 0.0 -0.1
```
Positions in Å, forces in eV/Å.

Löwdin population analysis, charges in e, atoms 1 to 6: atom 1 (O): 0.01, atom 2 (C): -0.29, atom 3 (C): -0.12, atom 4 (N): -0.04, atom 5 (C): 0.14, atom 6 (H): 0.11

=====

Entry from OMol25: a structure of composition C3H3NO in a non-equilibrium geometry (ωB97M-V with the def2-TZVPD basis set).

Results
- highest occupied orbital energy (eV) = -11.289
- relative energy (zero: lowest compared OMol25 entry of this formula, charge and spin) (kcal/mol) = 45.3
- orbital gap (eV) = 11.515
- E_LUMO (eV) = 0.23

XYZ file:
```
8
Properties=species:S:1:pos:R:3:forces:R:3
C -1.868 -0.425 -0.171 4.3 2.0 0.1
C -0.208 0.643 -0.054 -3.1 0.9 0.3
C 1.106 -0.034 -0.013 -2.7 -1.1 3.6
N -2.642 -1.245 0.007 -1.2 -0.9 0.1
O -0.415 1.797 0.039 0.1 -1.3 -0.2
H 1.188 -0.607 -0.832 1.1 -1.4 -3.6
H 1.089 -0.859 0.743 -0.2 0.9 0.0
H 1.750 0.730 0.280 1.6 0.9 -0.2
```
Positions in Å, forces in eV/Å.

Löwdin population analysis, charges in e, atoms 1 to 6: atom 1 (C): -0.14, atom 2 (C): -0.29, atom 3 (C): 0.00, atom 4 (N): 0.02, atom 5 (O): 0.14, atom 6 (H): 0.05

=====

Entry from OMol25: the molecule C3H3NO in a non-equilibrium geometry (ωB97M-V with the def2-TZVPD basis set).

Results
- SMILES string = [H]/N=C(/O)C#C
- highest occupied orbital energy (eV) = -10.197
- relative energy (zero: lowest compared OMol25 entry of this formula, charge and spin) (kcal/mol) = 61.9
- orbital gap (eV) = 10.708
- E_LUMO (eV) = 0.51

XYZ file:
```
8
Properties=species:S:1:pos:R:3:forces:R:3
N -1.467 0.459 -0.261 0.9 -0.7 0.2
C -0.467 -0.341 -0.020 -0.7 1.3 -0.3
O -0.866 -1.582 0.094 -2.4 1.3 -0.5
C 0.915 0.011 0.121 1.7 0.5 0.2
C 2.073 0.355 0.235 -1.5 -0.4 -0.1
H -1.339 1.449 -0.385 0.3 0.1 0.0
H -1.925 -1.038 -0.125 1.9 -2.1 0.5
H 3.095 0.656 0.335 -0.2 -0.1 0.0
```
Positions in Å, forces in eV/Å.

Löwdin population analysis, charges in e, atoms 1 to 6: atom 1 (N): 0.11, atom 2 (C): -0.59, atom 3 (O): 0.01, atom 4 (C): -0.03, atom 5 (C): 0.15, atom 6 (H): 0.07

=====

Entry from OMol25: the molecule C3H3NO in a non-equilibrium geometry (ωB97M-V with the def2-TZVPD basis set).

Results
- SMILES string = Cc1nc1=O
- highest occupied orbital energy (eV) = -9.477
- relative energy (zero: lowest compared OMol25 entry of this formula, charge and spin) (kcal/mol) = 44.1
- orbital gap (eV) = 9.867
- E_LUMO (eV) = 0.39

XYZ file:
```
8
Properties=species:S:1:pos:R:3:forces:R:3
C 0.263 -0.106 -0.281 -1.7 -1.2 1.4
C 1.590 0.057 -0.017 1.1 2.0 -0.8
C -1.169 0.001 0.151 3.0 4.0 -2.5
N 1.079 -0.996 -0.773 0.1 -0.6 -0.3
O 2.531 0.717 0.312 0.4 -0.7 0.3
H -1.654 0.553 -0.650 -0.5 -0.1 0.0
H -1.083 0.675 0.967 -0.6 0.2 1.1
H -1.557 -0.901 0.290 -1.8 -3.7 0.8
```
Positions in Å, forces in eV/Å.

Löwdin population analysis, charges in e, atoms 1 to 6: atom 1 (C): -0.17, atom 2 (C): -0.45, atom 3 (C): 0.02, atom 4 (N): 0.28, atom 5 (O): 0.09, atom 6 (H): 0.10

=====

Entry from OMol25: the molecule C3H3NO in a non-equilibrium geometry (ωB97M-V with the def2-TZVPD basis set).

Results
- SMILES string = [H]/N=C(/O)C#C
- highest occupied orbital energy (eV) = -10.268
- relative energy (zero: lowest compared OMol25 entry of this formula, charge and spin) (kcal/mol) = 44.0
- orbital gap (eV) = 10.924
- E_LUMO (eV) = 0.66

XYZ file:
```
8
Properties=species:S:1:pos:R:3:forces:R:3
N 1.556 -0.222 -0.083 -0.2 -0.5 0.3
C 0.413 0.328 -0.231 0.6 -0.7 0.3
O 0.498 1.496 -0.867 1.6 -0.3 -0.1
C -0.871 -0.158 0.194 -0.8 -0.3 0.3
C -1.915 -0.624 0.581 0.7 0.3 -0.3
H 1.601 -1.115 0.383 -0.3 -0.1 0.1
H 1.526 1.352 -0.924 -1.7 1.5 -0.6
H -2.842 -1.034 0.921 0.2 0.1 -0.1
```
Positions in Å, forces in eV/Å.

Löwdin population analysis, charges in e, atoms 1 to 6: atom 1 (N): 0.13, atom 2 (C): -0.55, atom 3 (O): 0.05, atom 4 (C): -0.03, atom 5 (C): 0.15, atom 6 (H): 0.06

=====

Entry from OMol25: the molecule C3H3NO in a non-equilibrium geometry (ωB97M-V with the def2-TZVPD basis set).

Results
- SMILES string = N#CCC=O
- highest occupied orbital energy (eV) = -10.739
- relative energy (zero: lowest compared OMol25 entry of this formula, charge and spin) (kcal/mol) = 8.1
- orbital gap (eV) = 11.202
- E_LUMO (eV) = 0.46

XYZ file:
```
8
Properties=species:S:1:pos:R:3:forces:R:3
O -1.762 0.731 -0.635 0.2 -0.2 0.5
C -0.913 0.520 0.187 -0.3 0.1 -0.2
C 0.059 -0.659 0.100 0.0 -0.1 -0.1
C 1.289 -0.027 -0.378 0.8 0.6 -0.3
N 2.152 0.650 -0.745 -0.7 -0.8 0.4
H -0.705 1.210 1.028 -0.2 0.0 -0.1
H -0.316 -1.407 -0.603 0.1 0.2 0.0
H 0.224 -1.122 1.080 0.0 0.1 -0.1
```
Positions in Å, forces in eV/Å.

Löwdin population analysis, charges in e, atoms 1 to 6: atom 1 (O): 0.08, atom 2 (C): -0.26, atom 3 (C): -0.13, atom 4 (C): -0.23, atom 5 (N): 0.16, atom 6 (H): 0.13

=====

Entry from OMol25: the molecule C3H3NO in a non-equilibrium geometry (ωB97M-V with the def2-TZVPD basis set).

Results
- highest occupied orbital energy (eV) = -10.149
- relative energy (zero: lowest compared OMol25 entry of this formula, charge and spin) (kcal/mol) = 79.7
- orbital gap (eV) = 8.946
- E_LUMO (eV) = -1.20

XYZ file:
```
8
Properties=species:S:1:pos:R:3:forces:R:3
O -0.714 -1.632 -0.422 -0.9 -0.2 0.5
C -0.201 -0.783 0.290 1.4 -3.5 -0.1
C 0.826 0.081 -0.267 -1.6 1.4 0.2
C -0.783 0.902 0.088 2.5 3.0 -1.2
N -1.506 1.811 0.016 0.3 -1.3 0.3
H -0.270 -0.748 1.395 -0.3 -0.2 -0.1
H 0.906 0.053 -1.358 -0.2 0.0 0.4
H 1.770 0.316 0.267 -1.2 0.7 0.1
```
Positions in Å, forces in eV/Å.

Löwdin population analysis, charges in e, atoms 1 to 6: atom 1 (O): 0.02, atom 2 (C): -0.53, atom 3 (C): 0.11, atom 4 (C): -0.15, atom 5 (N): 0.18, atom 6 (H): 0.14

=====

- What is the E_LUMO in the third record?
  0.23 eV